# C29H26Cl2N2O9OsS3Se

C29H26Cl2N2O9OsS3Se as an isolated structure (ωB97M-V with the def2-TZVPD basis set, OMol25).

Structure (XYZ):
```
73
Properties=species:S:1:pos:R:3:forces:R:3:mulliken_spin:R:1
Os -0.9980 0.1696 -0.0420 0.3 -0.2 0.6 2.3937
O -3.2116 -2.3269 1.9709 -0.2 -0.2 0.0 -0.0035
S -2.1575 -1.3616 1.9254 -0.1 0.9 -0.3 0.0712
O -0.9884 -1.7566 1.1023 -0.2 0.0 0.3 0.0208
O -2.5607 -0.0208 1.3243 -0.2 -0.4 0.4 0.0306
C -1.7632 -0.9705 3.6185 0.0 -0.2 0.1 0.0279
C -2.8826 -1.0467 4.4446 0.1 -0.1 0.0 -0.0003
C -2.7864 -0.7046 5.7815 0.0 0.0 0.1 -0.0001
C -1.5725 -0.2910 6.3000 0.0 0.0 0.0 0.0005
C -0.4569 -0.2139 5.4810 0.0 -0.1 -0.1 -0.0022
C -0.5344 -0.5464 4.1351 -0.1 0.0 0.0 -0.0119
S 0.9640 -0.3397 3.1698 -0.2 0.3 -0.4 0.0258
O 1.8723 0.4219 3.9924 0.0 -0.1 0.1 0.0055
O 1.4111 -1.6664 2.8050 0.1 -0.2 0.1 0.0010
O 0.4786 0.4413 2.0085 0.2 0.0 0.0 -0.0005
H -3.8213 -1.3872 4.0332 0.0 0.0 0.0 0.0005
H -3.6623 -0.7633 6.4141 0.0 0.0 0.0 0.0000
H -1.4917 -0.0216 7.3453 0.0 0.0 0.0 0.0000
H 0.4984 0.1193 5.8607 0.0 0.0 0.0 0.0003
O 0.8843 0.2238 -0.8534 0.4 -0.1 0.2 0.0580
S 1.8018 -0.8881 -0.2262 -0.5 0.3 -0.2 0.0157
C 2.6915 -1.4130 -1.6938 0.0 0.1 0.0 -0.0014
C 3.6533 -0.2711 -1.9932 0.0 0.0 0.0 0.0013
C 4.3067 0.0567 -0.6480 0.0 0.0 0.0 -0.0003
C 3.2003 0.0692 0.4151 0.0 0.0 0.0 -0.0019
H 1.9323 -1.6160 -2.4485 0.0 0.0 0.0 0.0005
H 3.2101 -2.3392 -1.4331 0.0 0.0 0.0 0.0002
H 3.0889 0.5859 -2.3655 0.0 0.0 0.0 0.0001
H 4.3832 -0.5519 -2.7517 0.0 0.0 0.0 -0.0002
H 4.8234 1.0151 -0.6671 0.0 0.0 0.0 -0.0001
H 5.0439 -0.7099 -0.4023 0.0 0.0 0.0 0.0003
H 2.7629 1.0507 0.5970 0.0 0.0 0.0 0.0021
H 3.4811 -0.3604 1.3771 0.0 0.0 0.0 0.0009
Se -1.5053 2.3233 -0.7964 -0.1 0.3 -0.2 0.2012
C -0.6903 2.5104 -2.5173 0.0 0.0 0.2 -0.0082
C -0.3910 3.7869 -2.9731 0.1 0.0 -0.2 0.0070
C 0.1747 3.9260 -4.2310 0.0 0.0 0.0 -0.0062
N 0.4508 2.9039 -5.0393 0.0 0.0 0.0 0.0186
C 0.1437 1.6872 -4.5887 0.0 0.0 0.0 -0.0078
C -0.4242 1.4316 -3.3510 0.0 0.1 -0.1 0.0236
H -0.5863 4.6570 -2.3594 0.0 0.0 0.0 -0.0006
H 0.4230 4.9128 -4.6065 0.0 0.0 0.0 -0.0003
H 0.3633 0.8632 -5.2603 0.0 0.0 0.0 -0.0005
H -0.6510 0.4171 -3.0508 0.0 0.0 0.0 0.0298
Cl -0.0017 -4.1926 0.7413 0.0 -0.3 -0.1 0.0046
C 0.4123 -5.5641 -0.2045 0.0 0.2 0.2 0.0353
C 1.4740 -6.3607 0.1961 0.1 -0.1 -0.1 -0.0232
C 1.9214 -7.3852 -0.6210 0.0 0.1 0.0 0.0399
C 1.3219 -7.6150 -1.8514 0.0 0.0 0.0 -0.0177
C 0.2483 -6.8356 -2.2317 -0.1 0.0 -0.1 0.0468
Cl -0.5075 -7.1208 -3.7673 0.0 0.0 0.1 0.0062
C -0.2495 -5.8170 -1.4114 0.3 -0.4 0.1 -0.0372
N -1.3228 -5.0374 -1.8548 -0.8 0.1 0.3 0.2996
C -2.4729 -4.7786 -1.1779 0.8 -0.3 -0.2 0.1741
C -2.8488 -5.5857 -0.0769 -0.1 -0.1 0.4 0.0872
C -4.0175 -5.3300 0.5810 0.3 -0.2 0.0 0.0335
C -4.8362 -4.2644 0.1722 0.0 0.2 0.0 0.1837
C -4.4713 -3.4676 -0.8983 0.0 0.1 -0.2 -0.0376
C -3.3026 -3.7033 -1.6030 -0.3 0.3 -0.3 0.1732
C -2.8693 -2.7513 -2.6710 -0.2 -0.2 -0.1 0.0309
C -2.1608 -1.5995 -1.9491 0.2 0.6 0.4 -0.0203
O -2.8757 -0.7255 -1.4122 0.0 -0.5 -0.2 0.0681
O -0.9126 -1.6525 -1.8761 0.0 -0.3 -0.2 0.0760
H 1.9619 -6.1421 1.1356 0.0 0.0 0.0 -0.0002
H 2.7569 -7.9962 -0.3076 0.0 0.0 0.0 0.0025
H 1.6713 -8.3968 -2.5103 0.0 0.0 0.0 0.0002
H -1.2720 -4.7259 -2.8115 0.1 0.3 -0.1 -0.0241
H -2.2125 -6.4091 0.2178 0.0 0.0 0.0 -0.0034
H -4.3102 -5.9490 1.4180 0.0 0.0 0.0 0.0036
H -5.7459 -4.0476 0.7151 0.0 0.0 0.0 -0.0092
H -5.0796 -2.6180 -1.1803 0.0 0.0 0.0 0.0056
H -3.7300 -2.3640 -3.2143 0.0 0.0 0.1 0.0107
H -2.1619 -3.1750 -3.3796 -0.1 -0.1 -0.1 0.0002
```
Forces are in eV/Å.

The energy above the lowest of the compared OMol25 structures with the same formula, charge and spin is 0.5195 eV. The calculation puts the total energy at -6514.352761 a.u. The spin multiplicity is 5. The value obtained for the gap between HOMO and LUMO (spin up / spin down) is 6.876 / 3.806 eV. The value obtained for the LUMO energy (spin up / spin down) is -0.29 / -3.87 eV. As for the expectation value of S²: 6.04.

# C40H41ClN6O14SSi

A 7-piece molecular cluster, C40H41ClN6O14SSi overall at a distorted geometry (ωB97M-V with the def2-TZVPD basis set, OMol25).

Structure (XYZ):
```
104
Properties=species:S:1:pos:R:3:forces:R:3:mulliken_charge:R:1
O 8.4268 0.4270 -2.7796 -5.7 0.2 -1.5 -0.5555
S 6.9665 0.6213 -3.3366 6.5 2.8 -3.2 1.0038
O 6.9910 1.2063 -4.7944 -1.0 -2.5 5.5 -0.5430
Cl 6.0393 -1.2489 -3.3383 0.3 1.1 0.2 -0.1758
C 6.1612 1.9030 -2.2250 -1.4 1.8 1.0 -0.6109
C 4.7309 2.5004 -2.8069 -0.9 0.3 0.6 -0.3475
C 3.8297 1.3909 -3.6119 -0.1 0.7 0.2 -0.4389
C 2.2475 1.8557 -3.8430 1.2 -0.4 -0.7 -0.7379
Si 1.1437 1.0841 -2.4324 -0.3 1.1 -1.0 0.6863
H 5.9885 1.5530 -1.1167 0.6 0.0 -2.4 0.3615
H 6.9321 2.8104 -2.1592 -1.3 -2.4 -0.5 0.3580
H 4.1058 2.8080 -1.8381 1.4 -0.7 -2.0 0.2246
H 4.8721 3.5202 -3.4092 -0.1 -2.5 1.1 0.3053
H 3.7772 0.4324 -2.9270 0.4 1.7 -1.7 0.1423
H 4.3310 1.2139 -4.6546 -0.9 0.0 2.1 0.3159
H 1.9120 1.3136 -4.8467 0.6 1.5 2.0 0.2696
H 2.1349 3.0301 -3.9294 0.2 -2.5 0.0 0.3433
H 0.8886 2.0615 -1.3479 0.1 -0.1 -0.4 -0.1953
H 1.6905 -0.1667 -1.8887 0.4 -0.1 0.1 -0.1710
H -0.1508 0.7383 -3.0637 0.5 0.2 0.2 -0.1887
O -2.0345 -1.1050 -1.7794 0.2 0.2 -1.6 -0.5669
N -1.9780 -1.0433 -3.0166 -0.1 1.0 0.4 0.9964
O -1.8497 0.0073 -3.6614 -0.8 -1.8 0.9 -0.6248
C -2.0748 -2.3000 -3.7689 0.0 -0.8 -0.4 0.0849
C -2.2582 -3.5079 -3.0818 0.0 0.1 0.0 -0.2014
C -2.3739 -4.6971 -3.8041 0.1 0.4 -0.2 -0.6692
C -2.3021 -4.6789 -5.1979 0.0 0.1 0.2 -0.2828
C -2.1089 -3.4758 -5.8790 0.1 0.2 0.4 -0.4737
C -1.9947 -2.2797 -5.1677 0.0 -0.1 0.1 -0.3660
H -2.3163 -3.5389 -1.9960 0.0 0.2 -0.3 0.4429
H -2.5231 -5.6389 -3.2804 0.0 0.2 -0.1 0.3634
H -2.3985 -5.6080 -5.7571 0.1 0.2 0.1 0.4235
H -2.0511 -3.4702 -6.9652 0.0 0.0 0.4 0.4418
H -1.8476 -1.3501 -5.7134 0.0 -0.1 0.3 0.4273
O 1.9164 2.2091 2.7011 -1.2 -0.9 -1.1 -0.6051
N 1.1265 1.5891 1.9736 1.0 0.6 -0.2 0.9902
O 1.1907 1.5559 0.7364 0.0 0.0 2.0 -0.4742
C 0.0380 0.8479 2.6221 -0.7 -0.5 0.4 -0.1870
C -0.0947 0.8885 4.0169 0.0 -0.1 0.0 -0.3923
C -1.1464 0.2012 4.6261 0.3 -0.1 -0.4 -0.2684
C -2.0525 -0.5223 3.8491 0.1 0.0 -0.1 -0.4591
C -1.9117 -0.5696 2.4611 0.2 0.2 0.3 -0.5009
C -0.8656 0.1160 1.8403 0.1 0.1 0.0 -0.3428
H 0.6029 1.4478 4.6363 -0.1 -0.1 -0.3 0.4427
H -1.2618 0.2321 5.7074 0.1 0.0 -0.4 0.3280
H -2.8741 -1.0519 4.3282 0.2 0.1 -0.1 0.3863
H -2.6202 -1.1381 1.8627 0.2 0.2 0.1 0.4240
H -0.7715 0.0719 0.7573 0.1 0.1 0.2 0.6278
O -5.2467 1.8305 6.6169 1.9 -0.2 0.3 -0.5684
N -4.0496 1.6730 6.8992 -0.7 -0.1 -1.0 0.8666
O -3.1882 1.2712 6.1038 -1.4 0.7 1.1 -0.4743
C -3.6247 1.9786 8.2706 0.3 0.2 0.9 0.1496
C -4.5725 2.4000 9.2133 0.1 0.0 0.0 -0.4265
C -4.1666 2.6659 10.5225 0.3 -0.1 -0.3 -0.4485
C -2.8266 2.5163 10.8834 0.0 0.0 -0.1 -0.3960
C -1.8830 2.1066 9.9399 -0.4 0.0 -0.1 -0.6007
C -2.2775 1.8350 8.6283 -0.1 0.0 0.0 0.0030
H -5.6205 2.5212 8.9478 0.3 -0.1 -0.1 0.4336
H -4.8958 2.9870 11.2631 0.1 -0.1 -0.2 0.3654
H -2.5158 2.7194 11.9069 -0.1 0.0 -0.2 0.3726
H -0.8400 1.9952 10.2282 -0.2 0.0 -0.1 0.3755
H -1.5305 1.5135 7.9055 -0.3 0.1 0.1 0.3338
O 8.9033 2.1822 4.1560 -0.1 -1.8 -0.1 -0.5847
N 8.8256 0.9472 4.0748 0.0 0.6 1.2 0.9716
O 8.7346 0.1846 5.0475 0.1 1.1 -1.4 -0.5880
C 8.8479 0.3475 2.7353 0.0 -0.4 -0.9 0.0347
C 8.9874 1.1699 1.6088 0.0 -0.1 0.0 -0.3986
C 9.0323 0.5916 0.3388 0.0 -0.1 0.4 -0.3844
C 8.9343 -0.7934 0.1968 0.0 -0.1 0.1 -0.4666
C 8.7849 -1.6092 1.3197 0.0 0.5 0.1 -0.4174
C 8.7415 -1.0427 2.5952 0.0 0.1 0.0 -0.2900
H 9.0652 2.2508 1.7026 0.0 -0.3 0.2 0.4161
H 9.1471 1.2209 -0.5412 0.0 -0.2 0.2 0.4677
H 8.9755 -1.2401 -0.7951 0.0 0.2 0.2 0.4329
H 8.7062 -2.6875 1.2006 0.0 0.2 0.1 0.3715
H 8.6279 -1.6923 3.4605 0.0 0.4 -0.1 0.4275
O -3.0001 -6.8679 -7.9832 -1.2 1.3 0.3 -0.5900
N -3.9123 -6.0371 -7.8594 1.0 0.3 -0.1 0.9324
O -3.7364 -4.8204 -7.7020 -0.4 -1.9 -0.5 -0.5515
C -5.2947 -6.5291 -7.8969 -0.9 -0.3 0.0 0.1255
C -5.5393 -7.9023 -8.0355 0.0 0.1 0.0 -0.3250
C -6.8559 -8.3669 -8.0462 0.1 0.4 0.0 -0.4427
C -7.9161 -7.4674 -7.9242 0.1 0.1 0.0 -0.3825
C -7.6699 -6.0993 -7.7968 0.3 -0.3 0.0 -0.4791
C -6.3574 -5.6231 -7.7819 0.0 0.0 0.0 -0.2303
H -4.7240 -8.6161 -8.1316 -0.1 0.3 0.0 0.4201
H -7.0558 -9.4315 -8.1466 0.1 0.2 0.0 0.3643
H -8.9409 -7.8350 -7.9273 0.2 0.1 0.0 0.3639
H -8.5017 -5.4043 -7.7051 0.2 -0.1 0.0 0.3628
H -6.1821 -4.5543 -7.6787 0.2 -0.3 0.0 0.4204
O -3.5108 8.2149 2.3920 1.1 -1.0 -0.9 -0.5905
N -2.7322 7.4948 1.7494 -0.1 1.3 -0.4 0.9672
O -2.0582 7.8783 0.7826 -1.0 -0.5 1.4 -0.5853
C -2.6039 6.0910 2.1587 0.1 -1.0 0.3 -0.0966
C -3.3756 5.6051 3.2232 0.0 0.0 -0.1 -0.3655
C -3.2671 4.2629 3.5923 0.2 0.2 -0.3 -0.5592
C -2.3932 3.4174 2.9072 0.0 0.1 0.0 0.2158
C -1.6182 3.9065 1.8543 -0.3 0.3 0.2 -0.2018
C -1.7201 5.2462 1.4742 0.0 0.0 0.0 -0.6087
H -4.0613 6.2511 3.7671 0.2 0.0 -0.3 0.4454
H -3.8667 3.8747 4.4129 0.1 0.1 -0.2 0.4169
H -2.3162 2.3702 3.1950 0.0 0.2 0.0 0.1419
H -0.9372 3.2419 1.3271 -0.1 0.2 0.0 0.4001
H -1.1116 5.6113 0.6494 -0.3 0.1 0.2 0.4432
```
Forces are in eV/Å.

The calculation puts the total energy at -4077.886079 a.u. The value obtained for the gap between HOMO and LUMO is 8.646 eV. The value obtained for the LUMO energy is -1.19 eV. As for the SMILES: O=S(=O)(Cl)CCCC[SiH3].O=[N+]([O-])c1ccccc1.O=[N+]([O-])c1ccccc1.O=[N+]([O-])c1ccccc1.O=[N+]([O-])c1ccccc1.O=[N+]([O-])c1ccccc1.O=[N+]([O-])c1ccccc1.

# C4H7NO

C4H7NO as an isolated structure at a distorted geometry (ωB97M-V with the def2-TZVPD basis set, OMol25).

Structure (XYZ):
```
13
Properties=species:S:1:pos:R:3:forces:R:3:nbo_charge:R:1
C -0.5868 0.4231 -2.1006 0.1 -0.1 0.2 -0.7024
C -0.0719 -0.2861 -0.8974 0.0 1.1 2.2 0.5596
N 0.4189 -1.2750 -0.3625 -0.4 1.4 1.3 -0.4236
C 0.3876 -0.9589 1.2952 0.4 -1.1 -2.3 -0.2018
C 0.4152 0.5225 1.3926 0.0 -0.6 1.1 -0.0962
O -0.3794 1.0285 0.4126 0.2 -1.3 -1.4 -0.6586
H -1.6332 0.6697 -1.8946 0.2 0.0 0.0 0.2612
H -0.5187 -0.1086 -3.0551 0.1 -0.2 0.4 0.2424
H -0.0407 1.3676 -2.1601 -0.1 -0.1 -0.1 0.2614
H -0.6135 -1.3335 1.5298 0.3 -0.1 0.0 0.2021
H 1.1687 -1.4324 1.9117 -0.2 -0.3 -0.8 0.2156
H 1.4248 0.9716 1.4749 -0.2 -0.3 -0.3 0.1557
H 0.0290 0.4116 2.4537 -0.3 1.6 -0.4 0.1846
```
Forces are in eV/Å.

The energy above the lowest of the compared OMol25 structures with the same formula, charge and spin is 3.3097 eV. The calculation puts the total energy at -286.510019 a.u. The value obtained for the gap between HOMO and LUMO is 10.530 eV. The value obtained for the LUMO energy is 1.02 eV.